<1>
A 2-piece molecular cluster, C4H11NO3 overall. Source: OMol25; level of theory: the ωB97M-V functional and the def2-TZVPD basis.

CARTESIAN COORDINATES (ANGSTROEM)
O 0.787 3.250 1.215
C 0.557 2.373 0.413
N 0.640 1.042 0.744
C 0.630 -0.018 -0.321
C -0.372 -1.188 -0.060
C 0.288 -2.331 0.770
O -0.500 -2.651 1.896
H 0.231 2.461 -0.619
H 0.999 0.731 1.637
H 0.228 0.484 -1.186
H 1.675 -0.252 -0.584
H -0.439 -1.613 -1.063
H -1.242 -0.819 0.455
H 0.223 -3.268 0.166
H 1.300 -2.074 1.048
H -0.617 -1.911 2.499
H -1.136 1.455 -2.932
H -1.963 2.501 -2.015
O -1.288 1.829 -2.062

Net charge: 0
Kohn-Sham gap: 9.860 eV
Lowest unoccupied orbital energy: 0.0153 hartree
Spin multiplicity: 1



<2>
A 2-piece molecular cluster, C4H11NO3 overall. Source: OMol25; level of theory: the ωB97M-V functional and the def2-TZVPD basis.

CARTESIAN COORDINATES (ANGSTROEM)
O 0.508 2.423 -2.074
C -0.389 2.129 -1.403
C -0.324 1.080 -0.274
C 0.748 0.008 -0.632
N -1.712 0.478 -0.391
C -2.354 -0.223 0.717
O -1.493 -1.310 1.442
H -1.255 2.903 -1.393
H -0.067 1.544 0.731
H 1.291 -0.377 0.278
H 0.423 -0.834 -1.264
H 1.585 0.677 -0.986
H -2.060 0.451 -1.372
H -2.474 0.421 1.566
H -3.295 -0.810 0.520
H -1.206 -2.002 0.636
H 3.323 -2.504 1.222
H 4.718 -2.066 1.628
O 4.034 -1.987 1.049

Net charge: 0
Kohn-Sham gap: 9.834 eV
Lowest unoccupied orbital energy: 0.0258 hartree
Spin multiplicity: 1



<3>
A 4-piece molecular cluster, C4H11NO3 overall. Source: OMol25; level of theory: the ωB97M-V functional and the def2-TZVPD basis.

CARTESIAN COORDINATES (ANGSTROEM)
C -0.336 0.504 0.107
C 0.162 1.733 -0.190
N 1.530 1.600 -0.269
C 1.880 0.306 0.069
C 0.736 -0.432 0.192
H -1.374 0.251 0.202
H -0.404 2.638 -0.300
H 2.229 2.322 -0.326
H 2.947 0.132 0.113
H 0.461 -1.464 0.321
H -2.007 -2.191 -0.090
H -2.222 -1.540 -1.387
O -2.521 -1.466 -0.463
H 0.441 0.729 2.515
H -1.048 0.383 2.803
O -0.236 0.705 3.199
H 0.311 -1.824 -1.650
H -0.173 -0.739 -2.549
O -0.377 -1.647 -2.298

Net charge: 0
Kohn-Sham gap: 9.505 eV
Lowest unoccupied orbital energy: 0.0213 hartree
Spin multiplicity: 1



<4>
A 2-piece molecular cluster, C4H11NO3 overall. Source: OMol25; level of theory: the ωB97M-V functional and the def2-TZVPD basis.

CARTESIAN COORDINATES (ANGSTROEM)
C -0.753 1.329 -0.733
C -0.691 0.389 0.483
N -1.352 1.085 1.605
O -0.144 2.583 -0.434
O -1.051 -0.855 0.249
H -0.558 2.869 0.395
H -1.041 0.655 2.470
H -2.347 0.895 1.530
H -0.206 0.893 -1.566
H -1.802 1.441 -1.030
C 0.853 -1.759 0.196
C 1.236 -1.663 -1.231
O 0.750 0.296 0.888
H 1.221 1.092 0.583
H 1.673 -1.751 0.904
H 0.126 -2.517 0.445
H 1.846 -2.551 -1.457
H 0.358 -1.626 -1.866
H 1.881 -0.805 -1.430

Net charge: 0
Kohn-Sham gap: 8.963 eV
Lowest unoccupied orbital energy: -0.0005 hartree
Spin multiplicity: 1



It turns out <3> is the most stable, with the second structure 6.8 kcal/mol higher.



<1>
A 4-piece molecular cluster, C4H11NO3 overall. Source: OMol25; level of theory: the ωB97M-V functional and the def2-TZVPD basis.

CARTESIAN COORDINATES (ANGSTROEM)
C 0.607 1.003 -0.517
C 1.800 1.464 0.104
N 2.663 0.385 0.231
C 2.088 -0.749 -0.375
C 0.770 -0.444 -0.731
H -0.315 1.783 -0.744
H 2.143 2.437 0.703
H 3.550 0.405 0.728
H 2.541 -1.665 -0.523
H -0.049 -1.319 -0.840
H -3.165 -1.703 0.577
H -2.558 -0.416 1.177
O -2.603 -0.916 0.360
H -2.093 0.616 -2.527
H -2.681 -0.229 -1.438
O -2.934 0.189 -2.270
H 0.445 0.032 2.648
H 0.093 -0.533 1.244
O -0.302 -0.340 2.193

Net charge: 0
Kohn-Sham gap: 9.357 eV
Lowest unoccupied orbital energy: 0.0219 hartree
Spin multiplicity: 1



<2>
A 2-piece molecular cluster, C4H11NO3 overall. Source: OMol25; level of theory: the ωB97M-V functional and the def2-TZVPD basis.

CARTESIAN COORDINATES (ANGSTROEM)
C 0.127 -0.830 2.172
O 0.020 -2.270 2.276
C -0.728 -0.261 1.064
C 0.005 0.371 -0.112
C -0.941 1.171 -0.974
N -0.329 2.121 -1.759
O -2.149 1.049 -0.959
H 1.203 -0.674 2.072
H -0.188 -0.495 3.163
H -0.614 -2.658 1.670
H -1.318 0.565 1.484
H -1.546 -0.876 0.729
H 0.465 -0.348 -0.791
H 0.838 0.985 0.242
H 0.615 2.360 -1.519
H -0.872 2.676 -2.394
H 1.781 -0.158 -2.119
H 1.488 -1.694 -2.242
O 2.143 -1.036 -2.002

Net charge: 0
Kohn-Sham gap: 10.563 eV
Lowest unoccupied orbital energy: 0.0183 hartree
Spin multiplicity: 1



It turns out <2> is the most stable, with the second structure 31.7 kcal/mol higher.



<1>
A 2-piece molecular cluster, C4H11NO3 overall. Source: OMol25; level of theory: the ωB97M-V functional and the def2-TZVPD basis.

CARTESIAN COORDINATES (ANGSTROEM)
O 2.196 1.003 -0.954
C 1.031 0.844 -1.194
C 0.102 0.007 -0.317
C -1.063 -0.451 -1.203
C -2.122 -1.331 -0.542
O -2.307 -1.056 0.839
N -0.325 0.882 0.775
H 0.525 1.333 -2.048
H 0.600 -0.887 0.039
H -0.638 -1.002 -2.042
H -1.585 0.394 -1.659
H -1.839 -2.389 -0.551
H -3.064 -1.207 -1.088
H -2.608 -0.151 0.970
H -0.379 0.379 1.652
H 0.312 1.660 0.901
H 2.665 -0.304 1.199
H 2.553 0.966 1.914
O 2.368 0.029 2.058

Net charge: 0
Kohn-Sham gap: 10.224 eV
Lowest unoccupied orbital energy: 0.0262 hartree
Spin multiplicity: 1



<2>
A 2-piece molecular cluster, C4H11NO3 overall. Source: OMol25; level of theory: the ωB97M-V functional and the def2-TZVPD basis.

CARTESIAN COORDINATES (ANGSTROEM)
H -1.935 -0.523 0.838
O -1.979 0.004 2.066
O -1.840 -0.921 -0.132
H -1.078 0.383 1.999
H -1.833 -0.788 2.615
C -0.720 -1.491 -0.541
O -0.534 -2.636 -0.816
C 0.387 -0.373 -0.577
H 1.332 -0.903 -0.447
N 0.210 0.618 0.483
H -0.336 1.421 0.178
C 1.551 1.080 0.893
H 2.205 1.359 0.054
H 1.510 2.066 1.362
H 2.009 0.274 1.443
C 0.354 0.069 -2.043
H -0.674 0.378 -2.246
H 1.005 0.821 -2.481
H 0.366 -0.839 -2.648

Net charge: 0
Kohn-Sham gap: 9.817 eV
Lowest unoccupied orbital energy: 0.0166 hartree
Spin multiplicity: 1



It turns out <2> is the most stable, with the second structure 5.8 kcal/mol higher.